1.
Here is 3 unconnected molecules or ions with the total composition C20H35F2NO10Si from the Open Molecules 2025 dataset. Energies are from ωB97M-V with the def2-TZVPD basis set.

Structure (XYZ):
```
69
Properties=species:S:1:pos:R:3:forces:R:3
Si 2.0722 -3.5309 -1.4082 -0.65 -0.97 0.29
F -2.3238 1.9713 5.3656 0.03 0.00 -0.06
F -3.3212 -1.4863 -3.9368 0.00 0.01 -0.07
O -0.0232 3.8002 7.1565 -0.14 -0.05 -0.31
O 1.2822 0.9050 3.1017 0.91 -2.22 2.37
O 0.3048 5.5280 5.7456 -0.08 -0.06 -0.01
O -2.5267 -0.6093 0.7417 -2.69 0.51 2.09
O -0.8389 -4.6886 -5.7497 0.00 0.08 0.07
O -2.0609 -2.8688 -5.1997 -0.32 -0.41 0.02
O 1.0352 -2.3886 -0.7278 0.71 -0.05 -0.74
O -2.2887 -4.7705 -4.0274 -0.06 0.34 -0.16
O -1.0908 0.4756 -0.5939 -0.30 0.13 0.69
O -1.0093 3.7904 5.1425 0.44 -0.14 0.15
N -0.2127 1.2912 1.4761 -1.03 0.22 -1.03
C 1.6146 3.0072 2.2157 -0.20 -0.08 0.10
C 0.9079 1.6640 2.2920 -0.37 1.37 -1.61
C 3.4959 -3.8035 -0.2131 -0.28 0.28 -0.15
C 1.2698 -1.0286 -1.1128 -0.19 0.00 0.38
C -0.8888 2.6611 7.1226 0.15 -0.16 0.36
C -3.0703 -3.7738 -3.3623 -0.20 -0.27 0.26
C 1.0838 -5.1480 -1.4691 0.29 1.03 0.21
C -3.2529 -2.7404 -4.4464 0.26 0.31 0.16
C 0.0582 0.9660 0.0760 2.36 0.03 -0.37
C 2.5952 -3.1607 -3.1738 0.15 0.07 0.49
C -1.0925 2.4662 5.6421 -0.36 0.04 -0.11
C 0.6184 2.1238 -0.8089 -0.87 0.44 -0.59
C -1.6440 -0.6348 -0.0053 1.88 -0.99 -1.73
C 0.5246 1.8513 -2.3269 0.41 0.71 0.37
C -0.1919 4.4827 5.9934 0.04 0.26 0.09
C -1.4204 3.6818 -1.2035 0.60 -0.78 0.09
C -1.6462 -4.1650 -5.0613 0.34 -0.18 -0.06
C -0.0086 3.5084 -0.5758 -0.99 0.15 -0.34
C -1.4345 2.0294 1.7885 0.55 1.10 0.87
C 1.1792 -0.1268 0.1320 -0.56 -0.24 -0.78
H 2.5007 2.9356 2.8298 0.16 -0.13 0.19
H 0.8010 2.7935 -2.7998 0.08 0.06 -0.21
H 0.5432 -0.7783 -1.8802 -0.18 0.18 0.04
H 0.0521 -4.9486 -1.7448 -0.13 -0.06 -0.26
H 1.7471 -3.0462 -3.8447 -0.10 0.13 -0.04
H -4.1129 -2.9125 -5.0959 -0.04 0.13 0.02
H -1.1633 3.0435 2.1107 -0.20 0.12 -0.03
H 1.5555 -5.7925 -2.2053 -0.11 -0.34 0.05
H -2.5105 -3.3788 -2.5124 0.01 0.17 -0.09
H 3.1648 -4.0201 -3.5241 0.04 -0.17 -0.01
H -4.0106 -4.1880 -3.0070 0.07 -0.18 -0.10
H 2.1490 0.3379 0.2607 0.09 0.29 0.31
H -1.2339 -1.6027 -0.3282 0.48 0.21 -0.30
H -1.3276 4.0666 -2.2134 -0.25 0.33 -0.04
H -0.3338 1.8479 5.1567 -0.12 -0.10 -0.05
H -2.1309 2.1504 0.9725 0.06 -0.37 -0.28
H 0.6320 4.2377 -1.0651 0.29 0.15 0.16
H -2.0585 4.2873 -0.5719 -0.07 0.37 -0.14
H 1.6828 2.2218 -0.6264 0.18 -0.11 0.44
H -0.4835 1.6410 -2.6551 -0.07 -0.41 -0.06
H 3.2625 -2.3075 -3.2517 -0.02 0.24 -0.13
H -0.1045 3.7972 0.4635 0.36 -0.16 0.15
H 3.9108 -2.8683 0.1558 0.19 0.14 -0.08
H 1.9242 3.3014 1.2229 -0.27 0.18 -0.18
H -1.8944 2.7094 -1.2982 -0.22 -0.10 0.06
H -1.9361 1.5897 2.6448 -0.21 -0.34 -0.06
H -0.4247 1.8033 7.6030 0.18 0.14 0.01
H 2.2466 -0.8886 -1.5803 0.17 -0.20 0.01
H -1.8219 2.8970 7.6364 -0.09 -0.01 -0.17
H 1.2573 1.1316 -2.6713 -0.17 -0.37 -0.08
H 1.0653 -5.5898 -0.4770 0.09 -0.31 0.02
H 3.0860 -4.3126 0.6584 -0.04 -0.10 0.06
H 1.0057 -0.7689 0.9863 -0.05 -0.14 0.18
H 0.9729 3.7506 2.6852 -0.08 0.31 -0.28
H 4.2921 -4.4190 -0.6232 0.12 -0.03 -0.07
```
Forces are in eV/Å.

The HOMO energy comes out at -8.967 eV. Its SMILES is CC[C@H](C)[C@](CCO[Si](C)(C)C)(OC=O)N(C)C(C)=O.O=C1OC[C@@H](F)O1.O=C1OC[C@@H](F)O1. The LUMO energy comes out at 0.021 Ha.

---

2.
Here is a single CH3NOS molecule from the Open Molecules 2025 dataset. Energies are from ωB97M-V with the def2-TZVPD basis set.

Structure (XYZ):
```
7
Properties=species:S:1:pos:R:3:forces:R:3
S -1.7056 -0.0482 -0.2386 -0.27 0.14 0.51
O 2.0825 0.0386 -0.1389 -0.76 -0.30 0.34
N -0.1311 0.5477 -0.1861 0.14 -0.17 0.36
C 0.9227 -0.3203 -0.1735 1.18 0.40 -0.91
H 0.1225 1.5110 -0.0052 -0.44 0.04 -0.03
H -1.8858 -0.3788 1.0787 0.09 0.23 -0.49
H 0.5948 -1.3501 -0.3364 0.06 -0.34 0.22
```
Forces are in eV/Å.

The calculation puts the relative energy (zero: lowest compared OMol25 entry of this formula, charge and spin) at 17.1 kcal/mol. The HOMO energy comes out at -10.263 eV. Its SMILES is O=CNS. The LUMO energy comes out at 0.024 Ha.

---

3.
Here is a molecular structure, C47H48IN5O3PPb from the Open Molecules 2025 dataset. Energies are from ωB97M-V with the def2-TZVPD basis set.

Structure (XYZ):
```
106
Properties=species:S:1:pos:R:3:forces:R:3
Pb 11.7198 11.8817 14.2321 -0.65 0.16 -0.24
I 13.8897 13.4168 11.5451 -0.06 -0.09 0.53
P 12.7190 11.2915 17.0471 -0.02 0.78 -1.43
O 9.6084 12.7154 14.3981 1.30 -0.10 -0.41
O 11.6833 16.1816 17.7120 0.18 -0.06 -0.31
O 11.5403 9.8977 11.9420 0.00 0.03 0.26
N 10.0398 8.5543 9.1181 0.13 -0.34 1.00
N 10.2866 9.6367 10.0201 -0.30 -1.07 -1.04
N 14.4113 9.7198 15.0066 -0.66 -0.68 -0.42
N 7.4657 14.5470 16.5602 0.36 -0.58 -1.30
N 12.2585 14.2209 14.4225 0.02 0.56 1.13
C 14.8012 8.3969 14.3856 -0.81 1.37 0.13
C 13.4252 7.7524 14.1356 -0.23 0.10 -0.68
C 16.6120 10.4202 15.8787 -0.02 -0.20 -1.06
C 9.3242 10.6645 10.2435 -0.61 0.96 0.16
C 10.8136 7.4711 9.4861 -0.17 1.74 1.97
C 11.6039 13.7064 20.1450 -0.23 -0.07 0.28
C 10.8276 9.2346 17.3700 0.40 0.88 -0.18
C 10.7989 6.1841 8.7529 0.11 -0.66 -1.18
C 11.3464 7.1183 18.3446 0.80 0.34 0.83
C 11.1685 9.1957 10.9983 0.44 -1.37 -0.04
C 15.1863 10.4678 15.8695 1.47 0.63 0.92
C 7.9332 10.5278 10.0339 1.15 -1.31 0.19
C 14.1017 15.4945 15.4183 0.03 -0.67 -0.23
C 13.2412 11.4932 19.7210 0.19 -0.20 0.08
C 14.5374 14.2878 13.3510 -0.36 0.39 1.10
C 7.0939 11.5838 10.3200 -0.14 0.65 0.09
C 12.7004 7.4711 18.4552 -0.03 -0.05 0.13
C 15.5395 8.7367 13.0680 0.41 -0.88 0.25
C 9.6256 15.6597 16.5932 -0.93 -0.72 -0.52
C 11.4783 7.7901 10.6684 -0.74 0.79 -1.19
C 15.4095 15.9464 15.4132 0.17 0.32 -0.24
C 16.3392 15.5107 14.4779 -1.10 -0.82 -0.34
C 10.1907 14.7588 15.6134 -2.83 -0.14 0.35
C 14.5501 11.3413 16.7972 -0.17 -1.05 -0.86
C 17.3635 11.2271 16.7164 -0.01 -0.27 0.03
C 15.3374 12.2336 17.5060 -1.14 0.53 0.52
C 12.2238 13.0788 21.2075 0.09 0.03 0.55
C 8.9685 12.9456 10.9828 -1.37 0.79 0.14
C 13.6356 14.6224 14.4048 0.37 0.82 -0.80
C 7.9313 13.7092 15.6363 -0.56 1.07 0.75
C 13.0828 8.7302 18.0241 1.09 0.20 -0.30
C 8.2840 15.4971 16.9808 2.10 0.82 1.11
C 10.4124 8.0000 17.8466 1.13 0.45 -0.53
C 7.5834 12.7809 10.8168 0.55 0.07 0.07
C 12.1797 9.6504 17.4941 -0.73 -1.77 -0.25
C 6.9540 12.7482 15.0901 -0.39 -1.78 -0.96
C 11.7247 13.1728 18.8744 0.01 -0.02 -0.62
C 9.2900 13.7200 15.1563 0.34 0.15 0.90
C 9.6373 8.7550 7.7462 -0.95 -0.23 -0.60
C 15.5794 7.5119 15.3467 -1.04 -0.45 0.64
C 13.0656 11.9944 21.0082 0.14 -0.37 -0.62
C 10.4340 16.7191 17.2736 -0.48 0.96 0.90
C 12.5343 12.0570 18.6334 0.14 0.76 1.57
C 16.6966 12.1243 17.5246 0.70 0.81 0.16
C 11.4613 15.0434 15.0731 0.97 -0.91 -0.74
C 15.8802 14.6688 13.4490 -0.35 0.30 0.56
C 9.8130 11.9049 10.7266 0.97 -1.16 -0.54
H 14.1587 9.0067 18.0405 -0.80 -0.23 0.16
H 9.8623 17.0484 18.1867 0.37 -0.11 -0.95
H 13.5368 6.7886 13.6314 0.01 -0.02 0.03
H 12.0542 13.3979 22.2290 0.02 0.26 -0.09
H 6.0387 11.4971 10.1265 -0.23 -0.20 0.13
H 18.4598 11.2115 16.7245 -0.52 -0.16 -0.13
H 16.2820 9.5388 13.2100 -0.33 -0.32 0.00
H 15.6296 6.5075 14.8893 0.22 0.43 0.25
H 13.5835 11.5289 21.8429 -0.12 0.10 -0.12
H 16.0904 7.8426 12.7043 -0.43 0.50 -0.06
H 7.4996 9.5440 9.7852 0.39 0.63 -0.19
H 13.4376 15.7816 16.2398 0.31 -0.18 -0.36
H 9.3966 7.7079 17.7674 -0.79 -0.15 -0.01
H 17.1659 9.8400 15.1093 -0.69 0.29 0.77
H 9.7726 5.8079 8.4857 0.90 0.51 0.46
H 10.0653 9.8721 16.9086 0.38 0.07 0.20
H 6.9135 13.5838 11.1141 0.05 -0.11 -0.30
H 14.8047 9.0676 12.3284 0.17 -0.07 -0.07
H 11.8143 16.0528 15.2507 0.07 0.00 -0.02
H 11.1565 13.6662 18.0839 0.31 -0.31 -0.04
H 7.9333 16.1286 17.8056 -0.07 -0.16 -0.38
H 13.9300 10.2964 14.3123 0.27 -0.43 0.31
H 13.4873 6.8331 18.9077 -0.90 0.20 -0.42
H 16.5603 7.8872 15.5836 0.37 -0.10 -0.02
H 15.7044 16.7267 16.0960 0.06 -0.15 0.45
H 14.8376 13.0377 18.0616 0.35 -0.49 0.06
H 17.3709 15.7998 14.5810 0.15 0.06 -0.29
H 10.4164 8.3118 7.0960 -0.46 0.62 0.05
H 15.0059 7.4009 16.3132 0.55 0.14 -0.96
H 10.5707 17.6148 16.6253 0.08 -0.48 0.27
H 12.8575 7.6039 15.0615 0.35 -0.01 0.01
H 9.3140 13.9420 11.2745 0.19 -0.54 0.13
H 7.4796 11.8100 14.7956 -0.47 0.53 0.28
H 10.9785 6.2255 18.7829 -0.03 -0.95 0.11
H 12.2412 16.8876 18.0589 -0.21 0.02 0.05
H 11.3722 6.2203 7.7780 -0.52 0.11 1.03
H 11.3033 5.4533 9.3989 -0.24 0.07 -0.34
H 10.9871 14.5863 20.3055 0.05 -0.18 -0.03
H 16.5368 14.3230 12.6842 0.50 -0.04 -0.40
H 6.4930 13.0977 14.1417 0.32 0.09 0.48
H 17.2400 12.8202 18.1367 0.29 0.14 0.15
H 8.6603 8.2169 7.5313 1.08 0.66 0.29
H 6.1162 12.4973 15.7712 0.69 0.41 -0.18
H 10.8898 11.9953 10.8925 -0.39 0.05 -0.22
H 12.1048 7.1302 11.2433 0.02 0.10 0.04
H 12.7915 8.3898 13.4842 0.43 -0.22 0.24
H 13.9418 10.6421 19.5716 -0.69 0.75 0.07
H 9.4741 9.8311 7.5688 0.25 -0.55 -0.10
```
Forces are in eV/Å.

The calculation puts the relative energy (zero: lowest compared OMol25 entry of this formula, charge and spin) at 0.0 kcal/mol. Its net charge is +1. The HOMO energy comes out at -10.218 eV. The LUMO energy comes out at -0.115 Ha.

---

no.,largest force on an atom (eV Å⁻¹)
1,3.4
2,1.5
3,2.9